{"formula": "C4H7NO", "method": "ωB97M-V with the def2-TZVPD basis set", "charge": 0, "gap_ev": 9.74, "de_lowest_ev": 2.9343, "homo_ev": -9.03, "symbols": ["C", "C", "N", "H", "H", "H", "C", "C", "O", "H", "H", "H", "H"], "positions_angstrom": [[-2.027, -0.435, 0.901], [-1.557, 0.681, 0.402], [-1.151, 1.752, -0.043], [-1.650, -0.803, 1.847], [-2.758, -1.013, 0.349], [-0.329, 1.615, -0.638], [0.852, -0.851, -1.090], [1.583, 0.007, -0.386], [1.636, -0.044, 0.975], [0.269, -1.618, -0.591], [0.816, -0.786, -2.171], [2.171, 0.793, -0.861], [2.147, 0.702, 1.306]], "forces_ev_per_a": [[0.037, 0.144, -0.039], [0.087, 0.278, -0.124], [-0.236, -0.609, 0.241], [-0.046, 0.075, -0.104], [0.053, 0.123, 0.077], [-0.078, 0.052, 0.028], [0.126, 0.072, 0.128], [-0.090, -0.140, -0.412], [0.086, 0.126, 0.076], [0.088, 0.097, -0.088], [0.090, 0.016, 0.145], [-0.063, -0.121, 0.085], [-0.056, -0.114, -0.014]], "lowdin_charge": [-0.01, -0.29, 0.14, 0.06, 0.06, 0.05, 0.00, -0.32, -0.01, 0.06, 0.06, 0.11, 0.10]}